# C31H53IrNO2Si2

A molecular structure, C31H53IrNO2Si2 at a distorted geometry (ωB97M-V/def2-TZVPD, the OMol25 dataset).

Positions of all 90 atoms, in Å:
O -0.923228 -1.954366 -1.568794
O -2.067367 -0.257504 -3.379156
C 0.428118 -2.394512 -1.447672
C 0.888050 -2.891881 -0.093152
H 1.040368 -1.541823 -1.770364
H 0.561597 -3.180932 -2.205901
H 0.734286 -2.131988 0.683312
H 1.958276 -3.104461 -0.147514
H 0.383677 -3.823107 0.180512
C -1.748556 -2.109867 -0.402770
C -3.146521 -2.490089 -0.818082
H -1.737730 -1.160292 0.162289
H -1.376169 -2.897310 0.276646
H -3.629393 -1.682933 -1.379070
H -3.747035 -2.707329 0.073460
H -3.118898 -3.397846 -1.433462
C -3.159791 0.658887 -3.616082
C -1.859052 -1.250990 -4.401321
C -4.303476 0.381826 -2.670765
H -3.502268 0.592164 -4.664602
H -2.752181 1.664989 -3.441155
H -4.743809 -0.599504 -2.882321
H -5.084142 1.137531 -2.805065
H -3.975452 0.415306 -1.625621
C -3.070622 -2.123353 -4.600887
H -1.002661 -1.836625 -4.049454
H -1.565235 -0.742977 -5.337853
H -3.362755 -2.589596 -3.652737
H -2.826632 -2.912621 -5.317161
H -3.907139 -1.541203 -4.999865
H -0.594477 0.094892 -2.491524
Ir 1.179237 0.593014 2.184940
C 0.079514 1.016987 -2.294858
Si 0.858453 1.662672 -3.898920
H -0.600995 1.791395 -1.922094
H 0.800407 0.761706 -1.514758
C 1.679650 0.221371 -4.780070
C 2.123783 3.016487 -3.576669
C -0.366318 2.415549 -5.120231
C 2.325161 0.210967 0.712164
Si 3.321001 1.430689 1.745607
H 2.042551 0.599849 -0.273307
H 2.742630 -0.805953 0.636377
C 3.950662 2.784130 0.588064
C 4.802561 0.549294 2.499314
C 2.408899 2.398769 3.121518
H 0.157003 2.591791 -6.072263
H -0.735198 3.385548 -4.760148
H -1.231530 1.773479 -5.328938
H 2.570726 -0.106810 -4.227903
H 1.990914 0.541071 -5.785145
H 0.997709 -0.632788 -4.886415
H 2.720717 2.820984 -2.676670
H 1.627052 3.990076 -3.459874
H 2.807114 3.089982 -4.435330
H 5.308699 -0.045693 1.728195
H 4.516441 -0.116387 3.323705
H 5.507992 1.299775 2.880724
H 2.962363 2.252886 4.056267
H 1.324659 2.222798 3.367374
H 2.451361 3.436362 2.766198
H 4.806336 3.294849 1.051924
H 3.168994 3.528382 0.390937
H 4.280050 2.350540 -0.364120
C -2.644444 1.805670 0.519039
C -3.519552 1.489279 1.568504
C -3.019268 0.975324 2.758524
C -1.630983 0.740105 2.893881
C -0.771774 1.096852 1.857933
C -1.253122 1.680052 0.692547
C -1.003627 0.084382 4.006812
C -1.636795 -0.254208 5.217452
C -0.932479 -0.907122 6.195898
C 0.390435 -1.334358 5.955658
C 1.166431 -2.035126 6.910415
C 2.447913 -2.469508 6.610128
C 2.996621 -2.243513 5.334475
C 2.256247 -1.562939 4.367743
C 0.989140 -1.045771 4.682111
N 0.295010 -0.232676 3.794320
H -3.038478 2.178654 -0.427128
H -4.593084 1.648085 1.454353
H -3.671309 0.721871 3.591418
H -0.529307 2.017006 -0.037883
H -2.671713 0.047905 5.340214
H -1.384267 -1.120629 7.162474
H 0.718452 -2.219394 7.889123
H 3.033466 -2.998482 7.362943
H 3.994817 -2.601737 5.092812
H 2.643308 -1.405957 3.356761

Atomic forces in eV per Å
O -0.20 -0.72 1.15
O -1.40 -0.18 -1.09
C 0.04 0.18 -0.69
C 0.09 -0.09 -0.01
H 0.09 -0.12 0.10
H 0.14 0.05 0.21
H -0.05 -0.22 -0.03
H -0.01 0.00 -0.04
H 0.15 0.17 0.12
C 0.24 0.06 0.04
C -0.31 0.06 -0.09
H -0.09 -0.18 -0.09
H -0.09 0.38 -0.39
H 0.16 -0.36 0.13
H 0.04 0.08 -0.13
H -0.03 0.19 0.10
C 0.71 -0.33 -0.09
C 0.09 0.67 0.33
C -0.37 0.03 -0.04
H 0.20 0.14 0.33
H -0.12 -0.14 -0.14
H 0.05 0.21 0.14
H 0.03 -0.05 0.02
H -0.02 -0.06 -0.22
C -0.03 -0.27 -0.08
H -0.18 0.11 -0.05
H -0.12 -0.16 0.16
H 0.03 0.10 -0.24
H -0.14 0.03 0.02
H 0.03 -0.20 0.05
H 1.49 1.75 0.49
Ir -2.05 -0.69 0.51
C -0.73 -0.79 -0.66
Si -0.14 -0.38 -0.07
H 0.10 -0.08 0.00
H -0.03 0.23 -0.17
C 0.14 0.06 -0.01
C 0.07 0.03 0.03
C -0.14 -0.01 0.13
C 1.43 -1.56 -2.54
Si 3.66 1.36 -0.50
H -0.03 0.00 0.22
H 0.16 0.47 -0.04
C -0.20 -0.21 0.03
C -0.26 -0.11 0.04
C -0.26 0.54 0.42
H -0.12 -0.02 0.24
H 0.00 -0.18 -0.10
H 0.20 0.12 0.04
H -0.13 -0.05 -0.17
H 0.02 -0.16 0.22
H 0.16 0.18 0.03
H -0.03 0.07 -0.16
H 0.15 -0.20 0.03
H -0.12 0.04 0.23
H -0.05 0.14 0.18
H 0.16 0.15 -0.14
H -0.14 -0.18 -0.06
H -0.08 0.03 -0.23
H 0.32 0.63 0.29
H -0.16 -0.21 0.28
H -0.21 -0.10 -0.08
H 0.16 -0.12 -0.08
H -0.03 0.16 0.17
C 0.43 0.14 0.15
C 0.14 -0.05 -0.14
C 0.70 -0.22 0.24
C -1.32 0.56 -0.86
C -0.93 1.09 -0.60
C -0.70 -0.07 0.44
C 0.90 -0.71 0.71
C 0.01 -0.05 0.12
C -0.31 0.20 -0.15
C 0.98 -0.06 -0.57
C 0.22 -0.16 -0.08
C -0.39 0.12 0.33
C -0.67 0.39 -0.61
C 0.55 -0.09 0.36
C -0.88 0.21 0.81
N -0.94 -1.53 1.99
H 0.09 0.01 0.29
H 0.34 -0.08 0.00
H -0.09 0.09 -0.29
H -0.39 -0.05 -0.12
H 0.20 -0.12 0.18
H 0.03 0.03 -0.18
H 0.23 -0.03 -0.26
H -0.19 0.16 -0.22
H -0.23 0.01 0.04
H -0.03 -0.06 0.36

Properties
* E_tot: -57175.6582 eV
* HOMO (alpha / beta): -10.0 / -11.2 eV
* 2S+1: 5
* orbital gap (alpha / beta): 6.23 / 5.85 eV
* maximum force: 3.9 eV/Å
* net charge: +1

# C3H8FP

2 unconnected molecules or ions with the total composition C3H8FP at a distorted geometry (ωB97M-V/def2-TZVPD, the OMol25 dataset).

Positions of all 13 atoms, in Å:
C -1.629357 1.108862 0.804246
C -1.581157 -0.212120 0.572493
C -0.940036 -0.974991 -0.514650
F -2.481103 -0.889417 1.315818
H -0.928094 1.721935 0.158583
H -2.342725 1.597959 1.449964
H 0.172475 -0.661971 -0.664284
H -1.106151 -2.106376 -0.475902
H -1.467170 -0.571079 -1.386259
P 2.281616 1.510480 -0.947578
H 2.957856 0.372846 -1.732774
H 0.928034 1.072390 -1.097670
H 2.220662 2.194256 -2.150761

Atomic forces in eV per Å
C 2.02 -0.12 -2.08
C -1.29 2.06 1.41
C 1.42 -0.42 -0.91
F -0.11 -1.18 0.07
H -1.04 -0.52 1.05
H 0.18 -0.23 0.17
H -2.02 -0.98 0.46
H 0.43 1.75 0.19
H 0.26 -0.54 -0.32
P 0.78 -1.54 -0.71
H -1.09 1.15 1.19
H 0.52 -0.06 -0.07
H -0.06 0.64 -0.45

Properties
* E_tot: -15244.8193 eV
* HOMO: -9.3 eV
* orbital gap: 10.20 eV
* SMILES: C=C(C)F.P
* maximum force: 2.9 eV/Å

# C5H11NO5

2 unconnected molecules or ions with the total composition C5H11NO5 at a distorted geometry (ωB97M-V/def2-TZVPD, the OMol25 dataset).

Positions of all 22 atoms, in Å:
C -0.521560 3.331819 2.487335
C -0.503321 1.931213 1.875442
C 0.800668 1.153293 2.112059
C 1.036240 0.940785 3.603471
C 0.750661 -0.202627 1.385783
O 0.710435 0.113245 0.005577
O 0.259177 -1.138155 -0.691624
O -1.038689 -1.013251 -1.023560
N -0.671625 -2.499718 -2.279533
O -0.876965 -3.569365 -1.760432
O -0.321162 -2.086735 -3.359031
H -1.456800 3.824844 2.193273
H -0.473083 3.292865 3.582008
H 0.320541 3.928970 2.116312
H -1.326204 1.327173 2.287025
H -0.663146 1.995955 0.791756
H 1.640577 1.742556 1.708945
H 0.197075 0.391401 4.047925
H 1.944109 0.342768 3.743729
H 1.152159 1.896046 4.134404
H 1.646066 -0.797766 1.615055
H -0.140879 -0.763873 1.701628

Atomic forces in eV per Å
C -0.17 -0.17 -0.13
C 0.16 -0.19 -0.23
C -0.25 0.21 0.03
C 0.25 -0.22 0.00
C 0.17 0.37 0.61
O -0.94 -1.31 -1.22
O 2.69 1.16 1.86
O -0.81 -1.62 -1.71
N -0.80 -0.42 -1.08
O 0.69 3.18 -1.35
O -0.85 -1.19 3.31
H 0.26 0.06 0.18
H -0.04 0.11 -0.23
H -0.16 -0.06 0.10
H 0.06 0.15 -0.08
H -0.08 0.04 0.23
H -0.16 -0.20 -0.01
H 0.10 0.11 -0.01
H -0.10 0.14 0.19
H 0.00 -0.36 -0.16
H -0.15 0.05 -0.08
H 0.12 0.16 -0.21

Properties
* E_tot: -17080.0548 eV
* HOMO (alpha / beta): -9.5 / -9.8 eV
* orbital gap (alpha / beta): 7.25 / 7.56 eV
* maximum force: 3.6 eV/Å